The following is a DFT calculation (the ωB97M-V functional and the def2-TZVPD basis) of an isolated molecule of C4H6F2.

Values from the calculation:
HOMO-LUMO gap	11.718	eV
SMILES	FCC1(F)CC1
highest occupied orbital energy	-10.551	eV
F_max	0.0545	Eh/bohr
LUMO energy	1.167	eV
ΔE to the lowest compared entry with this formula, charge and spin	21.78	kcal per mole

The geometry in ORCA input format:
```
! RIJCOSX wB97M-V def2-TZVPD def2/J DEFGRID3
* xyz 0 1
C -0.86 -0.84 0.47
C -0.09 0.46 0.15
C 1.40 0.29 0.06
C 0.55 0.48 -1.17
H -0.68 -0.96 1.54
H -1.92 -0.74 0.26
H 2.08 1.15 0.39
H 1.89 -0.62 0.27
H 0.37 -0.40 -1.75
H 0.72 1.44 -1.73
F -0.34 -1.88 -0.26
F -0.61 1.63 0.71
*
```